Record 1
Density functional theory data (ωB97M-V with the def2-TZVPD basis set) for a structure of composition C3H3GaO2 in a non-equilibrium geometry.

Properties
Energy above the lowest of the compared OMol25 structures with the same formula, charge and spin = 4.5854 eV
Kohn-Sham gap (spin up / spin down) = 8.50 / 6.77 eV
E_LUMO (spin up / spin down) = -6.93 / -8.67 eV
<S²> = 0.761
2S+1 = 2
Charge = +1

Cartesian coordinates (Å):
C  -0.495  -0.717  -0.599
C  0.900  -0.414  -0.097
H  1.236  -1.065  0.732
H  -0.830  -1.758  -0.502
H  1.749  -0.335  -0.797
O  -1.558  1.521  0.889
C  -0.775  0.523  1.026
O  0.555  0.883  0.486
Ga  -0.782  1.361  -1.137

Cartesian forces, eV/Å:
0.9 0.5 1.9
0.2 -0.3 0.8
-0.3 0.1 -0.5
-0.6 0.5 -0.5
-0.6 0.3 0.0
2.2 -3.5 0.8
-1.6 3.2 -3.2
0.4 -0.2 0.6
-0.4 -0.6 0.2

Results of the Löwdin charge analysis, in e, for atoms 1 through 2:
1 C 0.079
2 C -0.252

Record 2
Density functional theory data (ωB97M-V with the def2-TZVPD basis set) for a cluster of 3 separate species, C40H32O10S in total in a non-equilibrium geometry.

Properties
Kohn-Sham gap = 8.24 eV
E_LUMO = -1.10 eV
SMILES = C[C@@H](COC(=O)OS(C)(=O)=O)OCc1ccccc1.O=C1c2ccccc2C(=O)c2ccccc21.O=C1c2ccccc2C(=O)c2ccccc21

Cartesian coordinates (Å):
C  -1.012  -0.454  4.150
C  -0.556  0.999  4.282
C  0.777  1.160  3.579
O  1.445  2.433  3.846
C  2.417  2.359  4.737
O  3.545  2.537  4.504
O  1.995  1.997  6.035
S  2.006  3.165  7.147
C  0.302  3.600  7.397
O  2.686  4.325  6.671
O  2.485  2.595  8.360
O  -1.561  1.779  3.661
C  -1.557  3.164  3.980
C  -1.091  3.979  2.788
C  -0.150  4.988  2.926
C  0.270  5.699  1.804
C  -0.253  5.380  0.558
C  -1.209  4.383  0.416
C  -1.629  3.675  1.536
H  -1.566  -0.514  3.220
H  -0.172  -1.137  4.116
H  -1.676  -0.691  4.972
H  -0.425  1.284  5.326
H  1.439  0.364  3.916
H  0.669  1.034  2.508
H  0.140  4.569  6.943
H  -0.378  2.844  7.026
H  0.157  3.697  8.464
H  -0.932  3.382  4.838
H  -2.585  3.449  4.196
H  0.264  5.206  3.899
H  0.998  6.484  1.925
H  0.090  5.912  -0.316
H  -1.644  4.129  -0.537
H  -2.349  2.879  1.459
O  1.515  0.242  0.009
C  2.122  0.868  -0.838
C  2.876  2.101  -0.486
C  2.900  2.519  0.836
C  3.617  3.643  1.197
C  4.319  4.362  0.236
C  4.290  3.958  -1.090
C  3.565  2.831  -1.458
C  3.526  2.420  -2.888
O  4.079  3.078  -3.744
C  2.790  1.171  -3.240
C  2.768  0.747  -4.562
C  2.112  -0.424  -4.903
C  1.476  -1.179  -3.923
C  1.485  -0.755  -2.605
C  2.136  0.421  -2.258
H  2.358  1.961  1.582
H  3.624  3.956  2.233
H  4.888  5.237  0.521
H  4.829  4.514  -1.845
H  3.267  1.336  -5.319
H  2.097  -0.753  -5.934
H  0.971  -2.098  -4.191
H  0.989  -1.337  -1.840
O  -4.524  -7.467  -2.655
C  -3.793  -6.715  -3.264
C  -3.542  -5.329  -2.777
C  -4.138  -4.906  -1.596
C  -3.887  -3.633  -1.113
C  -3.038  -2.776  -1.806
C  -2.454  -3.189  -2.992
C  -2.706  -4.462  -3.483
C  -2.077  -4.880  -4.768
O  -1.389  -4.108  -5.404
C  -2.310  -6.272  -5.244
C  -1.707  -6.695  -6.421
C  -1.890  -7.995  -6.862
C  -2.677  -8.877  -6.129
C  -3.290  -8.457  -4.961
C  -3.114  -7.153  -4.516
H  -4.794  -5.577  -1.059
H  -4.350  -3.306  -0.191
H  -2.833  -1.786  -1.421
H  -1.798  -2.524  -3.537
H  -1.093  -6.006  -6.984
H  -1.416  -8.324  -7.777
H  -2.811  -9.894  -6.472
H  -3.905  -9.137  -4.390

Cartesian forces, eV/Å:
0.0 0.7 0.1
0.1 -0.1 -0.7
0.2 -0.4 0.5
-0.8 -0.3 -0.2
-0.5 -0.3 0.1
1.7 0.4 -0.1
-0.5 0.3 -0.2
0.6 0.9 1.6
-0.1 -0.1 -0.1
-0.2 -0.1 -0.9
-0.2 -0.7 -0.2
-0.2 0.0 0.6
0.0 0.3 -0.9
-0.1 -0.3 0.2
-0.2 0.0 -0.5
-0.3 -0.3 0.2
0.1 0.2 -0.2
-0.1 -0.3 0.6
0.5 0.5 0.1
-0.1 -0.2 -0.2
0.1 -0.2 0.1
-0.1 -0.2 0.1
-0.1 0.0 0.2
0.2 -0.1 0.1
-0.1 0.4 -0.2
-0.1 0.0 -0.3
0.0 -0.1 -0.2
0.2 -0.1 0.2
0.1 0.0 0.2
-0.1 -0.1 0.2
0.1 0.1 0.1
0.1 0.1 -0.1
0.0 0.1 -0.1
0.1 0.1 -0.3
-0.1 -0.1 -0.1
0.0 0.0 0.0
-0.1 -0.1 0.1
0.0 0.0 -0.1
0.0 0.0 0.1
0.0 0.2 0.0
-0.1 -0.1 -0.1
0.0 0.1 0.1
0.0 -0.1 0.0
0.1 0.1 -0.1
0.0 0.0 0.0
0.0 0.0 0.1
0.0 -0.1 -0.1
0.0 0.0 0.1
0.0 0.0 0.0
-0.1 -0.1 -0.1
0.1 0.1 0.0
0.0 0.0 -0.1
0.0 0.0 0.0
0.0 0.0 0.0
0.0 -0.1 -0.1
0.0 0.1 0.1
0.0 0.0 0.0
0.0 0.0 0.0
0.0 0.1 0.1
0.0 0.0 0.0
-0.1 -0.1 0.1
0.1 0.0 -0.1
0.0 0.1 0.1
0.0 0.0 0.0
0.0 0.0 0.0
0.0 0.2 0.1
0.0 -0.1 0.0
0.1 0.1 -0.1
0.0 0.0 0.0
-0.1 0.0 0.1
0.0 -0.1 -0.1
0.0 0.0 0.0
0.0 0.0 0.0
0.0 -0.1 -0.1
0.1 0.1 0.0
0.0 -0.1 -0.1
0.0 0.0 0.0
0.0 0.0 0.0
0.0 -0.1 -0.1
0.0 0.1 0.1
0.0 0.0 0.0
0.0 0.0 0.0
0.0 0.1 0.1

Results of the Löwdin charge analysis, in e, for atoms 1 through 2:
1 C -0.003
2 C -0.366

Record 3
Density functional theory data (ωB97M-V with the def2-TZVPD basis set) for a cluster of 2 separate species, C4H8O2 in total.

Properties
Energy above the lowest of the compared OMol25 structures with the same formula, charge and spin = 2.2665 eV
Kohn-Sham gap = 10.84 eV
E_LUMO = 0.98 eV
SMILES = O=CCO.C=C

Cartesian coordinates (Å):
O  -1.775  1.886  0.365
C  -0.932  1.272  0.974
C  -1.064  -0.185  1.379
O  0.184  -0.811  1.514
H  0.025  1.745  1.289
H  -1.539  -0.215  2.367
H  -1.744  -0.684  0.672
H  0.587  -0.848  0.633
C  1.679  -0.246  -1.372
C  0.406  -0.475  -1.688
H  2.021  0.736  -1.053
H  2.432  -1.029  -1.431
H  -0.346  0.311  -1.639
H  0.067  -1.456  -2.012

Cartesian forces, eV/Å:
0.4 -0.3 0.3
-0.3 0.2 -0.1
-0.3 0.1 0.0
0.2 -0.1 -0.2
-0.1 0.0 0.0
0.0 0.1 -0.1
0.2 0.0 0.1
0.0 -0.1 0.2
-0.2 0.0 -0.1
0.2 0.0 0.0
-0.1 -0.1 -0.1
-0.1 0.1 0.0
0.1 -0.1 0.0
0.1 0.1 0.0

Results of the Löwdin charge analysis, in e, for atoms 1 through 2:
1 O 0.044
2 C -0.255

Record 4
Density functional theory data (ωB97M-V with the def2-TZVPD basis set) for the molecule C5H8S in a non-equilibrium geometry.

Properties
Energy above the lowest of the compared OMol25 structures with the same formula, charge and spin = 0.4840 eV
Kohn-Sham gap = 8.97 eV
E_LUMO = 0.99 eV
SMILES = C[C@@H]1C=CSC1

Cartesian coordinates (Å):
C  -1.625  -0.244  -0.340
C  -0.302  -0.012  0.420
C  0.374  1.308  0.129
C  1.661  1.172  -0.125
S  2.321  -0.471  -0.070
C  0.658  -1.192  0.108
H  -1.353  -0.241  -1.385
H  -2.027  -1.281  -0.013
H  -2.401  0.493  -0.078
H  -0.566  -0.054  1.513
H  -0.136  2.326  0.215
H  2.319  1.896  -0.402
H  0.668  -2.008  0.849
H  0.409  -1.693  -0.821

Cartesian forces, eV/Å:
-0.1 -1.3 1.4
-1.4 -0.5 1.3
-0.7 0.7 0.3
-0.9 -2.0 0.2
0.0 0.2 0.0
0.3 0.1 0.2
-0.5 0.0 -0.5
0.5 1.6 -0.8
0.4 -0.1 -0.3
0.4 0.1 -0.7
0.6 -1.7 -0.3
1.7 2.1 -0.5
0.0 0.6 0.0
-0.2 0.2 -0.4

Results of the Löwdin charge analysis, in e, for atoms 1 through 2:
1 C -0.087
2 C -0.444

Record 5
Density functional theory data (ωB97M-V with the def2-TZVPD basis set) for the molecule C21H36ClFO7 in a non-equilibrium geometry.

Properties
Kohn-Sham gap = 10.51 eV
E_LUMO = -0.10 eV
SMILES = CCCCCCCCC[C@H](F)O[C@@H](CCOC=O)CO[C@@H](CCC(=O)O)CC(=O)Cl

Cartesian coordinates (Å):
C  0.538  -4.163  2.463
C  1.462  -2.848  1.998
C  2.956  -3.309  1.479
C  3.885  -2.029  0.994
C  3.216  -1.328  -0.341
C  4.279  -0.256  -0.983
C  3.681  1.267  -1.128
C  3.056  1.709  0.330
C  1.401  1.950  0.287
C  0.906  1.837  1.857
F  0.762  0.398  2.302
O  -0.182  2.706  2.256
C  -1.353  2.729  1.403
C  -1.336  3.926  0.233
C  -1.356  3.356  -1.297
O  -0.901  4.431  -2.230
C  0.476  4.040  -2.670
O  0.604  3.516  -3.893
C  -1.866  1.271  0.818
O  -3.272  1.446  0.438
C  -3.821  0.222  -0.225
C  -3.298  0.009  -1.761
C  -1.989  -0.948  -1.950
C  -2.509  -2.423  -2.513
O  -3.716  -2.934  -2.204
O  -1.625  -3.260  -3.343
C  -3.754  -1.121  0.729
C  -5.190  -1.980  0.734
O  -6.378  -1.347  0.945
Cl  -5.298  -3.829  0.513
H  0.641  -4.251  3.645
H  0.915  -5.135  1.919
H  -0.618  -3.950  2.259
H  1.578  -2.193  2.965
H  0.875  -2.196  1.215
H  2.911  -4.156  0.640
H  3.534  -3.784  2.409
H  4.131  -1.275  1.862
H  4.934  -2.463  0.636
H  3.076  -2.191  -1.152
H  2.140  -0.897  -0.148
H  5.268  -0.193  -0.322
H  4.609  -0.607  -2.063
H  2.906  1.410  -2.000
H  4.622  1.971  -1.337
H  3.503  2.792  0.558
H  3.392  1.030  1.222
H  1.261  3.009  -0.192
H  0.987  1.060  -0.371
H  1.858  2.207  2.482
H  -2.254  3.077  2.111
H  -2.300  4.618  0.357
H  -0.380  4.583  0.469
H  -0.686  2.419  -1.501
H  -2.482  3.089  -1.577
H  1.441  4.189  -2.022
H  -1.157  0.884  -0.027
H  -1.730  0.509  1.728
H  -4.989  0.460  -0.325
H  -4.225  -0.377  -2.406
H  -3.034  1.072  -2.206
H  -1.323  -0.463  -2.813
H  -1.380  -1.174  -0.975
H  -0.922  -3.606  -2.691
H  -2.816  -1.797  0.564
H  -3.663  -0.710  1.847

Cartesian forces, eV/Å:
0.0 0.9 0.4
-0.2 -0.5 0.5
0.5 0.3 0.9
-0.1 -0.9 -1.0
0.8 -0.7 -0.3
-0.1 0.5 -0.7
1.0 -0.1 1.0
-0.1 1.9 -0.3
1.5 -1.7 0.5
1.8 1.3 0.4
-0.2 3.0 -1.3
0.8 -2.3 -1.6
-3.1 0.6 -0.6
0.2 -0.2 0.3
-0.7 0.0 0.5
3.5 -2.1 0.1
-1.2 -2.2 -6.6
-0.6 3.4 8.0
1.2 0.1 1.6
1.5 -2.4 -0.6
-2.1 -0.1 -0.5
-0.2 0.5 0.0
-0.7 -0.8 -1.7
-5.1 -3.1 1.5
7.8 3.7 -2.1
-0.3 1.5 3.4
-0.1 0.0 1.2
-6.1 3.8 1.0
8.4 -4.2 -1.5
0.6 2.6 0.3
-0.1 -0.2 -2.6
-0.9 1.9 1.2
2.6 -0.6 0.3
-0.1 -1.1 -2.0
1.3 -1.4 1.4
0.0 2.0 1.7
-1.4 0.8 -2.0
-0.8 -1.4 -1.7
-2.2 0.9 0.8
0.2 1.7 1.8
2.3 -0.6 -0.2
-2.2 -0.2 -1.3
-0.6 0.6 2.3
1.5 -0.5 1.7
-2.2 -1.5 0.3
-0.9 -2.3 -0.3
-0.8 1.0 -1.9
-0.2 -2.2 1.2
0.5 2.0 1.3
-2.5 -0.9 -1.1
2.2 -1.0 -1.3
2.2 -1.6 -0.2
-1.9 -1.3 -0.7
-1.4 1.6 0.7
2.6 0.6 0.5
-2.2 0.0 -0.8
-1.6 0.8 1.2
-0.5 1.5 -1.9
2.7 -0.4 0.4
2.2 0.6 1.5
-0.5 -2.2 1.1
-1.2 -1.3 2.1
-1.1 0.6 -1.9
-1.4 0.8 -1.5
-2.0 1.1 0.1
-0.4 -1.0 -2.4

Results of the Löwdin charge analysis, in e, for atoms 1 through 2:
1 C -0.143
2 C -0.265

Record 6
Density functional theory data (ωB97M-V with the def2-TZVPD basis set) for a cluster of 13 separate species, C21H68N14O13 in total in a non-equilibrium geometry.

Properties
Energy above the lowest of the compared OMol25 structures with the same formula, charge and spin = 14.0813 eV
Kohn-Sham gap = 7.49 eV
E_LUMO = -0.57 eV

Cartesian coordinates (Å):
C  3.095  0.952  -3.448
O  2.103  1.743  -4.009
H  4.047  1.416  -3.638
H  3.123  -0.075  -3.862
H  2.964  1.098  -2.328
H  1.298  1.503  -3.628
C  0.849  4.115  -2.727
O  -0.129  3.518  -2.000
H  1.785  3.825  -2.238
H  0.698  5.194  -2.924
H  0.872  3.692  -3.637
H  0.032  3.981  -1.123
C  -2.036  2.091  -4.576
O  -2.199  1.334  -5.736
N  -1.350  3.163  -4.565
N  -2.301  1.738  -3.354
H  -1.045  3.548  -5.498
H  -0.957  3.486  -3.640
H  -2.680  0.750  -3.224
H  -2.059  2.183  -2.456
C  0.440  -3.575  2.255
O  1.721  -3.224  1.840
N  -0.004  -3.263  3.412
N  -0.480  -4.214  1.539
H  0.657  -2.776  4.105
H  -0.747  -3.722  3.967
H  0.092  -4.517  0.674
H  -1.078  -4.847  2.037
C  -3.627  -1.040  -1.881
O  -4.638  -1.924  -2.295
N  -3.505  -0.305  -0.849
N  -2.634  -0.738  -2.612
H  -4.216  -0.387  -0.081
H  -2.885  0.559  -0.816
H  -2.714  -1.330  -3.534
H  -1.620  -0.531  -2.446
C  3.930  -3.151  -0.954
O  4.774  -3.812  -1.875
N  4.083  -3.159  0.343
N  2.824  -2.534  -1.288
H  4.891  -3.606  0.728
H  3.365  -2.884  1.048
H  2.447  -2.381  -2.268
H  2.249  -1.962  -0.732
C  -1.744  -0.521  1.978
O  -2.139  0.775  1.643
N  -1.913  -1.459  1.130
N  -1.230  -0.954  3.085
H  -2.411  -1.200  0.245
H  -1.611  -2.425  1.266
H  -1.222  -0.324  3.916
H  -0.954  -1.931  3.111
C  -3.020  3.593  0.444
O  -2.514  2.852  -0.594
N  -3.706  4.651  0.254
N  -2.896  3.261  1.707
H  -3.820  5.047  -0.691
H  -3.848  5.277  1.016
H  -2.267  2.450  1.754
H  -3.345  3.636  2.473
C  0.295  -0.829  -3.695
O  1.001  -1.945  -3.365
N  -0.174  -0.583  -4.898
N  -0.115  -0.013  -2.763
H  0.471  -1.150  -5.524
H  -0.476  0.327  -5.196
H  0.232  -0.201  -1.788
H  -0.650  0.840  -2.983
C  -1.061  -3.421  -1.732
C  -1.220  -4.114  -3.051
C  -2.473  -4.980  -3.154
O  -1.302  -3.386  -4.059
H  -0.030  -3.123  -1.545
H  -1.154  -4.114  -0.931
H  -1.737  -2.634  -1.456
H  -0.443  -4.816  -3.404
H  -3.262  -4.261  -2.976
H  -2.317  -5.750  -2.384
H  -2.598  -5.423  -4.128
H  -0.542  -2.835  -4.062
C  0.128  2.557  3.453
C  -0.151  3.648  4.514
C  -0.199  4.966  3.854
O  -1.155  3.545  5.169
H  -0.161  1.587  3.959
H  1.141  2.589  3.055
H  -0.449  2.653  2.533
H  0.599  3.604  5.276
H  0.706  5.027  3.356
H  -0.191  5.751  4.669
H  -1.024  5.069  3.170
H  -1.060  3.109  6.021
C  1.678  -0.112  5.396
C  2.310  -1.070  4.399
C  3.763  -0.690  4.161
O  2.321  -2.336  4.578
H  0.602  0.043  5.445
H  2.153  0.898  5.406
H  1.988  -0.511  6.302
H  1.905  -0.845  3.427
H  4.254  -1.266  3.348
H  4.336  -0.736  5.110
H  3.865  0.335  3.800
H  2.860  -2.761  3.925
C  2.706  0.022  0.758
C  1.132  0.027  0.560
C  0.700  1.337  -0.141
O  0.570  -0.835  -0.216
H  3.116  0.084  -0.287
H  2.976  -0.970  1.244
H  2.996  0.833  1.414
H  0.819  -0.017  1.622
H  1.138  1.651  -1.071
H  1.052  2.112  0.473
H  -0.394  1.499  -0.128
H  -0.300  -1.069  0.104

Cartesian forces, eV/Å:
0.4 0.0 1.7
1.1 1.2 -2.1
0.4 0.2 -0.4
-0.2 0.3 0.7
0.4 -1.2 -1.0
-1.9 -0.6 0.9
2.4 1.9 1.0
-1.5 0.8 3.2
0.5 0.9 -0.4
0.3 -0.2 0.6
0.4 -1.5 -3.3
-1.4 -1.5 -1.1
-0.6 -4.7 -5.5
0.3 3.3 5.5
3.5 5.4 -1.9
-2.4 -3.9 2.7
-0.3 -0.6 1.8
-1.1 -0.1 -1.9
0.1 1.8 -0.3
-0.4 0.7 -0.9
6.9 0.9 -2.6
-6.9 -1.6 1.9
0.3 1.6 7.2
2.4 -1.0 -4.3
-0.4 -1.1 -1.5
0.5 0.0 -1.3
-2.1 -0.1 1.4
-0.1 -0.4 -0.3
-6.9 -5.7 -3.2
5.1 4.5 2.9
-2.1 3.2 7.4
3.3 -3.3 -8.5
1.0 0.5 -1.2
-1.3 -1.3 0.1
0.5 1.4 1.9
-1.4 -0.5 0.8
3.4 -3.5 -5.5
-4.1 3.5 4.9
1.2 -0.2 3.9
-2.2 1.0 -4.6
0.2 -0.2 -0.2
0.7 -0.5 -1.6
1.2 -0.9 1.3
-0.2 0.2 1.5
-2.4 7.6 -0.8
2.0 -6.3 1.9
-0.9 -2.7 -4.8
0.5 2.1 3.8
0.4 -0.4 0.9
-0.3 0.4 0.0
0.2 -1.0 -1.2
0.0 0.7 0.6
2.7 -5.0 -4.0
-1.9 2.9 4.3
-2.3 4.3 -2.9
3.0 -2.6 -1.3
0.1 -0.6 0.9
-0.2 0.3 0.2
-0.7 -0.1 1.0
-1.0 0.9 1.5
2.6 -4.8 1.3
-2.7 4.6 -2.0
2.8 -2.6 -2.5
0.7 1.7 3.3
-1.7 1.2 0.2
-0.6 0.4 -0.4
-0.3 0.3 -1.1
0.5 -0.4 0.1
1.6 -0.7 1.2
-0.3 -6.6 3.4
0.5 0.0 1.8
-1.8 6.8 -7.2
0.1 0.6 -0.5
-0.6 -1.1 0.6
-0.4 0.4 -0.6
1.0 -0.5 2.1
-0.8 -0.4 0.3
-0.9 0.0 -0.1
0.2 -0.1 -0.3
1.4 1.0 -0.5
-0.6 -0.9 0.5
9.3 0.6 -6.0
0.4 1.8 1.5
-12.9 -2.3 7.3
0.7 0.7 -0.9
0.4 -0.3 0.6
-0.5 0.1 0.3
2.4 0.3 -0.3
1.8 0.8 -1.5
-0.3 -0.6 -1.1
-0.4 0.0 -0.1
-0.2 -0.1 -0.3
0.5 0.5 0.0
1.8 7.1 -3.5
1.3 1.4 0.3
-2.0 -6.4 3.4
-0.1 -0.4 -0.4
-0.3 -0.8 -0.6
0.3 -0.7 2.4
-1.0 0.3 -0.9
-0.4 -0.2 0.7
-0.1 -0.3 -0.5
-0.1 0.2 0.1
0.3 -0.5 -0.7
-1.3 -2.2 -1.5
2.8 6.1 2.8
-0.3 1.1 2.2
-1.0 -6.1 -3.1
0.3 0.0 1.2
-0.1 1.4 -0.7
0.0 0.2 -0.1
-0.7 0.2 -0.5
0.2 -0.9 -0.7
0.4 1.7 1.2
0.3 -0.4 -0.3
-0.4 -0.4 0.2

Results of the Löwdin charge analysis, in e, for atoms 1 through 2:
1 C -0.141
2 O -0.117

Record 7
Density functional theory data (ωB97M-V with the def2-TZVPD basis set) for a cluster of 2 separate species, C4H7NO2 in total in a non-equilibrium geometry.

Properties
Energy above the lowest of the compared OMol25 structures with the same formula, charge and spin = 5.2639 eV
Kohn-Sham gap = 9.11 eV
E_LUMO = 0.51 eV

Cartesian coordinates (Å):
C  2.682  -0.190  -0.601
C  2.107  0.488  0.438
C  -0.013  0.115  0.662
C  -1.816  -0.484  -0.746
N  -0.459  -0.138  -0.468
O  -0.334  0.281  1.878
O  -2.635  0.153  0.213
H  3.745  -0.019  -0.840
H  2.181  -0.978  -1.110
H  2.380  1.423  0.846
H  -1.861  -1.521  -0.612
H  -2.151  -0.303  -1.777
H  -1.373  0.083  1.826
H  -2.455  1.091  0.291

Cartesian forces, eV/Å:
-0.1 1.8 2.9
-3.4 -2.4 -2.8
7.0 0.7 -3.6
0.5 1.5 0.4
0.1 -0.1 -0.6
-4.5 -0.6 1.6
-1.4 -0.6 0.8
-0.6 0.1 -0.1
-0.4 -0.5 -0.3
0.7 0.5 0.8
-0.7 -1.7 0.4
0.4 0.5 0.2
2.2 0.5 0.7
0.1 0.3 -0.6

Results of the Löwdin charge analysis, in e, for atoms 1 through 2:
1 C -0.076
2 C 0.004

no.,E (eV)
1,-59617.143
2,-73309.499
3,-8371.015
4,-16149.153
5,-51920.170
6,-70350.406
7,-9842.016